No. 1
Entry from the OMol25 dataset: C12H20N4O3 as an isolated structure at a distorted geometry (wB97M-V/def2-TZVPD).

Highest occupied orbital energy = -8.88 eV

Cartesian coordinates (Å):
C  -1.9479  -1.3049  -0.0111
C  -0.3941  -1.3184  0.0767
C  -2.3816  0.0896  0.4388
C  -3.7504  0.2748  0.0276
C  -4.8999  0.4739  0.7563
C  -5.1928  0.5612  -1.3822
C  1.8587  -0.5432  -0.8812
C  2.7511  -1.8239  -0.6618
C  2.0594  0.5746  0.1039
C  3.5413  1.0989  0.2602
C  3.6387  2.1534  1.4285
C  4.2016  1.5640  -1.0495
H  -2.2525  -3.1734  0.4567
H  -1.9306  -2.2922  1.7341
H  -2.1612  -1.4319  -0.9998
H  -2.2981  0.0493  1.5857
H  -1.7079  0.8802  0.1133
H  -5.1969  0.2815  1.8282
H  -5.7756  0.5540  -2.2521
H  -6.8887  0.6514  -0.0606
H  0.0349  -0.6567  -1.8043
H  2.0051  -0.0681  -1.8483
H  1.5281  1.4474  -0.2137
H  1.7939  0.2267  1.0680
H  4.0416  0.1881  0.7071
H  4.6906  2.4188  1.7411
H  3.1335  3.0376  1.3645
H  3.0901  1.7574  2.2469
H  3.4842  2.2986  -1.7057
H  5.1195  2.1197  -0.6461
H  4.6034  0.7175  -1.6842
H  1.1200  -2.3362  0.5818
N  -2.5228  -2.2902  0.8543
N  -3.8912  0.4268  -1.3712
N  -5.8506  0.5305  -0.2225
N  0.4168  -0.9312  -0.9728
O  -0.0692  -1.5518  1.2759
O  3.8417  -2.0303  -1.2005
O  2.1576  -2.6234  0.3180

No. 2
Entry from the OMol25 dataset: a 2-piece molecular cluster, C3H8NO4PS overall at a distorted geometry (wB97M-V/def2-TZVPD).

Highest occupied orbital energy = 0.40 eV
Charge = -2

Cartesian coordinates (Å):
C  -0.4910  0.0092  -0.2160
C  -0.4454  -1.3835  -0.7440
C  -0.6807  -1.6062  -2.2209
N  -0.1941  -2.4198  -0.0303
P  1.0334  -2.4603  1.1365
H  -0.8993  0.0284  0.7915
H  -1.0193  0.7058  -0.8624
H  0.5139  0.4577  -0.1236
H  -1.3268  -2.4680  -2.3934
H  0.2931  -1.8539  -2.6520
H  -1.0624  -0.7246  -2.7321
H  0.4692  -3.3898  2.0518
H  0.8475  -1.3148  1.9645
O  1.2821  1.9653  1.3539
S  0.5934  3.2957  1.2111
O  -0.2864  3.5254  2.3906
O  -0.2365  3.2561  -0.0363
O  1.6096  4.3770  1.1111

No. 3
Entry from the OMol25 dataset: an isolated molecule of C4H6OS at a distorted geometry (wB97M-V/def2-TZVPD).

Highest occupied orbital energy = -8.74 eV
SMILES string = C/C=C/SC=O

Cartesian coordinates (Å):
C  1.9030  -0.9667  -0.3802
C  0.5341  0.8189  0.4870
C  -1.7449  0.1946  0.1898
C  -0.3186  0.0739  -0.1702
O  1.7701  -1.9010  0.3447
S  2.1308  0.7631  -0.1584
H  2.1468  -1.0222  -1.5168
H  0.1759  1.5862  1.2981
H  -2.4457  0.1911  -0.6923
H  -1.8428  1.1763  0.6417
H  -2.1177  -0.4293  1.0349
H  -0.1911  -0.4847  -1.0783

No. 4
Entry from the OMol25 dataset: C31H29AlBr2ClN3OP as an isolated structure at a distorted geometry (wB97M-V/def2-TZVPD).

Highest occupied orbital energy = -15.68 eV
Charge = +3

Cartesian coordinates (Å):
Al  0.2950  0.7521  -0.6841
Cl  -0.6498  0.7958  -2.7826
C  -1.7366  -0.5770  -2.9376
C  -2.6152  -0.6020  -4.0007
C  -3.4623  -1.6954  -4.1261
C  -3.4289  -2.7230  -3.1935
C  -2.5324  -2.6790  -2.1361
C  -1.6594  -1.6024  -1.9983
P  -0.4013  -1.5561  -0.6887
C  0.9661  -2.5851  -1.2581
C  1.0149  -3.0673  -2.5656
C  2.0922  -3.8436  -2.9638
C  3.1128  -4.1352  -2.0701
C  3.0720  -3.6416  -0.7715
C  2.0066  -2.8585  -0.3636
C  -1.1881  -2.3093  0.7504
C  -2.1875  -1.5611  1.3797
C  -2.9092  -2.1095  2.4238
C  -2.6236  -3.4029  2.8491
C  -1.6250  -4.1423  2.2325
C  -0.9009  -3.6010  1.1775
H  -2.6386  0.2017  -4.7255
H  -4.1492  -1.7389  -4.9605
H  -4.0994  -3.5659  -3.2926
H  -2.5028  -3.4844  -1.4126
H  0.2195  -2.8531  -3.2676
H  2.1317  -4.2262  -3.9748
H  3.9434  -4.7526  -2.3846
H  3.8716  -3.8742  -0.0810
H  1.9730  -2.4775  0.6509
H  -2.4112  -0.5619  1.0109
H  -3.7005  -1.5463  2.9009
H  -3.1875  -3.8366  3.6642
H  -1.4122  -5.1490  2.5661
H  -0.1284  -4.1816  0.6890
Br  3.2773  4.1342  -2.4121
C  3.4096  3.1479  -0.8171
C  4.4707  3.3679  0.0853
C  4.5656  2.6637  1.2568
Br  6.0113  2.9903  2.4208
C  3.5796  1.6986  1.6009
C  3.5531  0.9094  2.7620
C  2.5134  0.0230  2.9704
C  1.4964  -0.0817  2.0292
N  1.4860  0.6388  0.9083
C  2.5216  1.5088  0.6852
C  2.4527  2.2058  -0.5341
O  1.4113  1.8824  -1.3338
H  5.2244  4.1027  -0.1636
H  4.3521  0.9967  3.4878
H  2.4807  -0.5901  3.8597
H  0.6615  -0.7603  2.1754
N  -1.8258  4.6807  1.4996
C  -1.8374  4.5632  0.0040
C  -0.8397  3.4979  -0.4348
N  -1.1011  2.1710  0.1894
C  -1.1051  2.3089  1.6656
C  -2.1064  3.3581  2.1447
H  -2.5135  5.3744  1.8059
H  -0.9124  5.0286  1.8048
H  -1.5659  5.5213  -0.4365
H  -2.8547  4.3195  -0.3034
H  0.1781  3.7994  -0.1765
H  -0.8708  3.4060  -1.5187
H  -2.0336  1.8672  -0.0975
H  -0.0935  2.5660  1.9879
H  -1.3603  1.3532  2.1231
H  -2.0487  3.4631  3.2268
H  -3.1253  3.0744  1.8792

No. 5
Entry from the OMol25 dataset: C37H48ClN4O2P2SScSe as an isolated structure at a distorted geometry (wB97M-V/def2-TZVPD).

Highest occupied orbital energy (alpha / beta) = -2.29 / -5.06 eV
Charge = -1
Multiplicity = 2

Cartesian coordinates (Å):
Sc  0.1821  -0.2714  -0.9917
C  3.0393  1.6652  1.2887
P  2.0563  0.1024  1.2611
C  1.0292  0.3221  2.7784
N  1.4908  -0.1913  3.9314
C  0.7479  -0.0174  5.0608
C  1.1788  -0.5521  6.2843
C  0.4373  -0.3500  7.4386
C  -0.7474  0.3788  7.3933
C  -1.2023  0.9019  6.1925
C  -0.4702  0.7105  5.0106
N  -0.9346  1.1979  3.8263
C  -0.2002  0.9959  2.7189
P  -0.8968  1.4953  1.0862
C  -0.1379  3.1734  0.8218
C  -2.6835  2.0286  1.4534
C  -2.7979  3.1964  2.4380
C  -3.3285  2.4564  0.1310
C  -3.4445  0.8002  1.9669
C  3.4307  -1.1256  1.7562
C  4.2823  -0.7065  2.9602
C  2.7445  -2.4741  2.0229
C  4.4038  -1.2640  0.5771
H  3.4368  1.8474  2.2856
H  2.4054  2.4982  0.9968
H  3.8512  1.5923  0.5630
H  2.1097  -1.1065  6.3043
H  0.7865  -0.7552  8.3815
H  -1.3180  0.5358  8.3017
H  -2.1213  1.4735  6.1372
H  0.2158  3.5903  1.7632
H  -0.8796  3.8439  0.3876
H  0.6859  3.0984  0.1132
H  -2.3758  4.1138  2.0222
H  -2.3001  2.9639  3.3727
H  -3.8591  3.3816  2.6348
H  -2.8299  3.3197  -0.3172
H  -4.3694  2.7376  0.3168
H  -3.3283  1.6354  -0.5819
H  -3.0320  0.4657  2.9166
H  -3.3895  -0.0093  1.2344
H  -4.5007  1.0486  2.1101
H  3.6696  -0.5189  3.8326
H  4.8730  0.1826  2.7302
H  4.9867  -1.5166  3.1795
H  1.9494  -2.3587  2.7632
H  3.4671  -3.1943  2.4177
H  2.3497  -2.8782  1.0871
H  4.9475  -0.3335  0.4014
H  3.8978  -1.5498  -0.3374
H  5.1391  -2.0397  0.8152
O  -1.5734  0.6136  -1.5818
N  -2.3585  0.9978  -2.5846
C  -1.8887  1.9752  -3.3866
C  -2.5943  2.4368  -4.4603
C  -3.8620  1.8977  -4.7089
C  -4.3496  0.9294  -3.8751
C  -3.6079  0.4264  -2.7778
S  -4.2077  -0.7763  -1.7677
H  -0.9042  2.3408  -3.1296
H  -2.1622  3.1979  -5.0928
H  -4.4500  2.2505  -5.5467
H  -5.3263  0.4944  -4.0238
O  -0.4766  -1.6723  0.5561
C  -1.7932  -2.2521  0.5733
C  -1.8403  -3.6628  0.0008
C  -1.0037  -3.8581  -1.2707
C  -1.4115  -3.0365  -2.4665
C  -2.3388  -3.5598  -3.3627
C  -2.6428  -2.8738  -4.5218
C  -1.9752  -1.6882  -4.7826
C  -1.0774  -1.2266  -3.8404
N  -0.8157  -1.8560  -2.6922
H  0.1513  -2.2751  0.9705
H  -2.4206  -1.5866  -0.0195
H  -2.1716  -2.2605  1.5991
H  -2.8898  -3.8991  -0.1946
H  -1.4744  -4.3753  0.7474
H  -1.0749  -4.9103  -1.5552
H  0.0404  -3.6458  -1.0589
H  -2.8167  -4.5047  -3.1383
H  -3.3784  -3.2594  -5.2161
H  -2.1605  -1.1203  -5.6840
H  -0.5299  -0.3057  -4.0185
Se  1.4263  1.6804  -2.2792
C  2.8839  1.0756  -3.3701
C  3.9926  1.9076  -3.5122
C  5.0645  1.5158  -4.2992
C  5.0424  0.2908  -4.9499
C  3.9316  -0.5300  -4.8241
C  2.8486  -0.1381  -4.0490
H  4.0004  2.8584  -2.9944
H  5.9210  2.1728  -4.3963
H  5.8855  -0.0225  -5.5538
H  3.8983  -1.4876  -5.3301
H  1.9895  -0.7844  -3.9622
Cl  1.8537  -2.0345  -1.4078